(1)
ORCA calculation (the ωB97M-V functional and the def2-TZVPD basis) on a cluster of 2 separate species, C17H10Cl4NO7 in total in a non-equilibrium geometry.

Last column: Löwdin charge in e.
Geometry (Å):
Cl (2.215, 1.244, 1.754)  0.773
C (0.801, 2.131, 2.157)  -0.578
C (0.871, 3.428, 2.566)  -0.605
Cl (2.367, 4.208, 2.841)  0.731
C (-0.360, 4.233, 2.856)  -0.419
O (-0.299, 5.415, 3.190)  0.042
C (-1.651, 3.495, 2.776)  -0.615
Cl (-3.044, 4.384, 3.187)  0.741
C (-1.704, 2.162, 2.498)  -0.577
Cl (-3.147, 1.289, 2.721)  0.804
C (-0.475, 1.352, 2.213)  -0.439
O (-0.479, 0.133, 2.401)  0.047
C (1.197, 2.251, -4.468)  -0.089
C (1.004, 1.075, -3.554)  -0.264
O (0.423, 1.543, -2.323)  -0.014
C (0.099, 0.452, -1.585)  -0.513
C (-0.505, 0.705, -0.277)  -0.052
C (-1.399, -0.374, 0.082)  -0.424
O (-2.615, -0.260, 0.227)  0.000
C (-0.755, -1.748, 0.248)  -0.106
C (0.622, -1.941, 0.461)  -0.016
C (1.180, -3.210, 0.531)  0.022
C (0.337, -4.327, 0.389)  -0.172
N (0.918, -5.623, 0.279)  -0.332
O (0.173, -6.613, 0.120)  0.028
O (2.165, -5.723, 0.333)  0.027
C (-1.057, -4.169, 0.271)  0.004
C (-1.593, -2.890, 0.212)  0.007
O (0.305, -0.679, -2.040)  0.010
H (1.863, 1.963, -5.283)  0.068
H (0.248, 2.556, -4.921)  0.072
H (1.627, 3.113, -3.951)  0.073
H (0.335, 0.342, -4.025)  0.122
H (1.962, 0.586, -3.317)  0.125
H (-0.795, 1.733, -0.076)  0.095
H (1.265, -1.068, 0.565)  0.080
H (2.253, -3.359, 0.647)  0.116
H (-1.682, -5.054, 0.198)  0.110
H (-2.670, -2.759, 0.098)  0.117

Forces on atoms 1 to 2 (eV/Å):
-0.3 0.2 0.2
0.5 0.7 0.0

The HOMO-LUMO gap comes out at 4.676 eV. For the lowest unoccupied orbital energy, the calculation gives 0.0134 hartree. The calculation puts the total energy at -83700.656 eV. Its energy above the lowest of the compared OMol25 structures with the same formula, charge and spin is 0.000 eV. Its charge is -1.



(2)
ORCA calculation (the ωB97M-V functional and the def2-TZVPD basis) on a structure of composition C17H10Cl5N4O8PtS.

Last column: Löwdin charge in e.
Geometry (Å):
Pt (-0.317, -1.065, 0.890)  0.936
Cl (0.076, -5.459, -4.919)  0.636
C (0.005, -4.735, -3.352)  -0.732
C (0.666, -3.543, -3.087)  -0.707
Cl (1.581, -2.794, -4.354)  0.658
C (0.611, -2.947, -1.829)  -0.598
Cl (1.563, -1.527, -1.537)  0.720
C (-0.161, -3.503, -0.775)  -0.498
O (-0.324, -3.020, 0.403)  -0.311
C (-0.795, -4.743, -1.076)  -0.606
Cl (-1.711, -5.467, 0.188)  0.719
C (-0.716, -5.339, -2.320)  -0.707
Cl (-1.530, -6.831, -2.617)  0.660
O (2.327, -1.096, 4.016)  0.041
C (1.505, -0.734, 3.189)  -0.586
O (1.210, -1.433, 2.146)  -0.182
C (0.857, 0.635, 3.419)  -0.032
C (1.110, 1.191, 4.650)  0.068
C (0.709, 2.490, 4.953)  -0.140
C (0.129, 3.291, 4.002)  0.071
C (-0.120, 2.761, 2.748)  -0.048
C (0.130, 1.382, 2.439)  -0.251
O (-0.307, 0.889, 1.340)  -0.254
N (-0.656, 3.694, 1.768)  -0.329
O (-1.016, 4.792, 2.158)  0.058
O (-0.705, 3.374, 0.588)  0.052
N (0.961, 3.039, 6.278)  -0.363
O (1.479, 2.315, 7.108)  0.067
O (0.647, 4.200, 6.489)  0.051
H (1.659, 0.600, 5.369)  0.130
H (-0.122, 4.317, 4.215)  0.127
S (-2.085, -0.796, -0.587)  0.656
C (-1.271, 0.179, -1.766)  -0.770
N (-0.685, 1.310, -1.433)  0.036
C (0.135, 2.086, -2.348)  -0.155
C (-0.392, 1.921, -3.763)  -0.157
C (-0.516, 0.442, -4.092)  -0.176
N (-1.282, -0.219, -3.043)  0.026
H (-0.667, 1.548, -0.441)  0.076
H (1.176, 1.753, -2.284)  0.124
H (0.095, 3.125, -2.024)  0.119
H (0.281, 2.401, -4.473)  0.116
H (-1.370, 2.401, -3.846)  0.122
H (0.472, -0.020, -4.167)  0.088
H (-1.032, 0.294, -5.040)  0.121
H (-1.604, -1.163, -3.185)  0.123

Forces on atoms 1 to 2 (eV/Å):
-0.1 0.0 0.0
0.0 0.0 0.0

The HOMO-LUMO gap comes out at 7.354 eV. For the lowest unoccupied orbital energy, the calculation gives 0.0654 hartree. The calculation puts the total energy at -116825.719 eV. Its energy above the lowest of the compared OMol25 structures with the same formula, charge and spin is 0.000 eV. Its charge is -1.



(3)
ORCA calculation (the ωB97M-V functional and the def2-TZVPD basis) on the molecule C17H10F7NO in a non-equilibrium geometry.

Last column: Löwdin charge in e.
Geometry (Å):
O (2.054, 2.577, -0.058)  0.101
C (2.484, 1.428, -0.090)  -0.364
N (1.887, 0.371, -0.675)  0.121
C (0.536, 0.414, -1.096)  -0.261
C (-0.401, 0.175, 0.061)  -0.002
C (-0.519, 0.999, 1.117)  -0.021
C (-1.451, 0.771, 2.213)  -0.193
C (-1.639, 1.755, 3.216)  0.040
C (-2.499, 1.498, 4.275)  -0.232
F (-2.671, 2.470, 5.239)  0.038
C (-3.209, 0.298, 4.404)  0.065
C (-3.037, -0.644, 3.389)  -0.232
F (-3.744, -1.827, 3.464)  0.037
C (-2.188, -0.441, 2.305)  0.042
C (0.392, -0.535, -2.287)  -0.151
C (-0.256, -1.772, -2.184)  0.043
C (-0.394, -2.557, -3.334)  -0.222
F (-1.113, -3.731, -3.246)  0.043
C (0.167, -2.215, -4.558)  0.069
C (0.874, -1.013, -4.597)  -0.223
F (1.496, -0.647, -5.772)  0.042
C (1.016, -0.181, -3.487)  0.040
C (3.784, 0.965, 0.612)  -0.475
F (3.498, -0.163, 1.348)  0.119
F (4.738, 0.603, -0.306)  0.127
F (4.295, 1.917, 1.416)  0.161
H (2.426, -0.478, -0.780)  0.165
H (0.364, 1.448, -1.430)  0.162
H (-0.965, -0.752, -0.020)  0.078
H (0.108, 1.903, 1.157)  0.118
H (-1.096, 2.696, 3.132)  0.128
H (-3.871, 0.119, 5.243)  0.131
H (-2.089, -1.221, 1.552)  0.115
H (-0.656, -2.121, -1.232)  0.116
H (0.098, -2.862, -5.427)  0.136
H (1.579, 0.751, -3.564)  0.138

Forces on atoms 1 to 2 (eV/Å):
0.7 -1.5 0.2
-0.4 0.8 -0.1

The HOMO-LUMO gap comes out at 8.918 eV. The SMILES is O=C(N[C@H](/C=C/c1cc(F)cc(F)c1)c1cc(F)cc(F)c1)C(F)(F)F. For the lowest unoccupied orbital energy, the calculation gives -0.0098 hartree. The calculation puts the total energy at -40351.067 eV. Its energy above the lowest of the compared OMol25 structures with the same formula, charge and spin is 0.000 eV. Its charge is 0.



(4)
ORCA calculation (the ωB97M-V functional and the def2-TZVPD basis) on a cluster of 2 separate species, C17H11N2O4S2 in total in a non-equilibrium geometry.

Last column: Löwdin charge in e.
Geometry (Å):
C (0.211, -0.162, 2.942)  0.035
C (1.240, 0.713, 3.155)  -0.228
C (2.602, 0.294, 3.109)  -0.175
N (3.700, -0.108, 3.064)  0.177
C (1.013, 2.055, 3.581)  -0.188
N (0.826, 3.157, 3.939)  0.173
C (-1.186, 0.244, 3.023)  -0.213
C (-1.653, 1.422, 2.399)  -0.023
C (-2.995, 1.781, 2.482)  -0.064
C (-3.894, 0.991, 3.209)  -0.080
C (-3.444, -0.180, 3.835)  -0.086
C (-2.111, -0.559, 3.725)  -0.031
H (0.432, -1.219, 2.769)  0.148
H (-0.949, 2.033, 1.831)  0.122
H (-3.335, 2.686, 1.978)  0.108
H (-4.940, 1.287, 3.284)  0.100
H (-4.138, -0.798, 4.405)  0.101
H (-1.735, -1.461, 4.210)  0.114
C (0.877, -1.029, -5.642)  -0.089
C (-0.021, -1.063, -4.572)  -0.052
C (0.468, -0.843, -3.288)  -0.249
C (1.808, -0.602, -3.067)  -0.249
C (2.713, -0.566, -4.122)  -0.051
C (2.240, -0.779, -5.418)  -0.088
S (2.266, -0.314, -1.342)  0.584
O (3.055, -1.448, -0.916)  -0.349
O (2.771, 1.034, -1.208)  -0.351
C (0.686, -0.382, -0.748)  -0.420
S (-0.560, -0.815, -1.804)  0.587
O (-1.503, 0.279, -1.903)  -0.357
O (-1.019, -2.168, -1.577)  -0.353
H (0.506, -1.195, -6.655)  0.096
H (-1.086, -1.251, -4.709)  0.118
H (3.762, -0.367, -3.908)  0.119
H (2.942, -0.748, -6.253)  0.096
H (0.448, 0.083, 0.191)  0.018

Forces on atoms 1 to 2 (eV/Å):
0.9 0.6 0.4
-0.9 -1.0 -0.1

The HOMO-LUMO gap comes out at 5.435 eV. For the lowest unoccupied orbital energy, the calculation gives 0.0512 hartree. The calculation puts the total energy at -50646.395 eV. Its energy above the lowest of the compared OMol25 structures with the same formula, charge and spin is 0.000 eV. Its charge is -1.



(5)
ORCA calculation (the ωB97M-V functional and the def2-TZVPD basis) on a structure of composition C17H11N3S2TcTe in a non-equilibrium geometry.

Last column: Löwdin charge in e.
Geometry (Å):
Tc (0.976, -0.172, 0.554)  0.747
S (2.591, -1.749, -0.149)  0.713
C (2.897, -1.946, 1.576)  -1.018
S (2.062, -0.839, 2.505)  0.801
C (3.790, -2.900, 2.065)  -0.296
C (4.470, -3.689, 1.173)  -0.165
N (4.990, -4.090, 0.206)  0.284
C (3.879, -3.189, 3.431)  -0.164
N (3.887, -3.560, 4.517)  0.277
Te (0.390, 0.962, -1.970)  1.603
C (0.417, 1.901, -0.146)  -0.672
C (-0.558, 1.570, 0.766)  -0.242
C (-0.294, 1.823, 2.149)  -0.047
C (0.870, 2.407, 2.565)  -0.071
C (1.867, 2.708, 1.657)  -0.017
C (1.683, 2.420, 0.315)  -0.108
C (-1.663, 0.746, -2.252)  -0.524
C (-2.297, -0.495, -2.058)  -0.149
C (-3.522, -0.803, -2.648)  -0.036
C (-4.086, 0.143, -3.528)  -0.037
C (-3.578, 1.416, -3.594)  -0.078
C (-2.348, 1.700, -3.076)  -0.124
H (-1.559, 1.251, 0.542)  0.116
H (-0.930, 1.425, 2.948)  0.143
H (1.152, 2.427, 3.621)  0.144
H (2.834, 3.030, 1.997)  0.140
H (2.392, 2.487, -0.410)  0.075
H (-1.790, -1.278, -1.517)  0.062
H (-4.012, -1.780, -2.627)  0.124
H (-4.926, -0.076, -4.193)  0.131
H (-4.148, 2.191, -4.179)  0.149
H (-1.946, 2.718, -3.193)  0.116
N (-1.222, -2.281, 0.977)  0.263
C (-0.357, -1.552, 0.729)  -0.269
H (-1.913, -2.927, 1.249)  0.125

Forces on atoms 1 to 2 (eV/Å):
1.4 0.9 -0.9
-0.4 0.2 1.0

The HOMO-LUMO gap (alpha / beta) comes out at 7.276 / 5.517 eV. For the lowest unoccupied orbital energy (alpha / beta), the calculation gives -0.2994 / -0.3642 hartree. The calculation puts the total energy at -53419.087 eV. Its energy above the lowest of the compared OMol25 structures with the same formula, charge and spin is 0.000 eV. As for the spin multiplicity: 4. The expectation value of S² is 3.83. Its charge is +2.



Copy entry 2 word for word.
ORCA calculation (the ωB97M-V functional and the def2-TZVPD basis) on a structure of composition C17H10Cl5N4O8PtS.

Last column: Löwdin charge in e.
Geometry (Å):
Pt (-0.317, -1.065, 0.890)  0.936
Cl (0.076, -5.459, -4.919)  0.636
C (0.005, -4.735, -3.352)  -0.732
C (0.666, -3.543, -3.087)  -0.707
Cl (1.581, -2.794, -4.354)  0.658
C (0.611, -2.947, -1.829)  -0.598
Cl (1.563, -1.527, -1.537)  0.720
C (-0.161, -3.503, -0.775)  -0.498
O (-0.324, -3.020, 0.403)  -0.311
C (-0.795, -4.743, -1.076)  -0.606
Cl (-1.711, -5.467, 0.188)  0.719
C (-0.716, -5.339, -2.320)  -0.707
Cl (-1.530, -6.831, -2.617)  0.660
O (2.327, -1.096, 4.016)  0.041
C (1.505, -0.734, 3.189)  -0.586
O (1.210, -1.433, 2.146)  -0.182
C (0.857, 0.635, 3.419)  -0.032
C (1.110, 1.191, 4.650)  0.068
C (0.709, 2.490, 4.953)  -0.140
C (0.129, 3.291, 4.002)  0.071
C (-0.120, 2.761, 2.748)  -0.048
C (0.130, 1.382, 2.439)  -0.251
O (-0.307, 0.889, 1.340)  -0.254
N (-0.656, 3.694, 1.768)  -0.329
O (-1.016, 4.792, 2.158)  0.058
O (-0.705, 3.374, 0.588)  0.052
N (0.961, 3.039, 6.278)  -0.363
O (1.479, 2.315, 7.108)  0.067
O (0.647, 4.200, 6.489)  0.051
H (1.659, 0.600, 5.369)  0.130
H (-0.122, 4.317, 4.215)  0.127
S (-2.085, -0.796, -0.587)  0.656
C (-1.271, 0.179, -1.766)  -0.770
N (-0.685, 1.310, -1.433)  0.036
C (0.135, 2.086, -2.348)  -0.155
C (-0.392, 1.921, -3.763)  -0.157
C (-0.516, 0.442, -4.092)  -0.176
N (-1.282, -0.219, -3.043)  0.026
H (-0.667, 1.548, -0.441)  0.076
H (1.176, 1.753, -2.284)  0.124
H (0.095, 3.125, -2.024)  0.119
H (0.281, 2.401, -4.473)  0.116
H (-1.370, 2.401, -3.846)  0.122
H (0.472, -0.020, -4.167)  0.088
H (-1.032, 0.294, -5.040)  0.121
H (-1.604, -1.163, -3.185)  0.123

Forces on atoms 1 to 2 (eV/Å):
-0.1 0.0 0.0
0.0 0.0 0.0

The HOMO-LUMO gap comes out at 7.354 eV. For the lowest unoccupied orbital energy, the calculation gives 0.0654 hartree. The calculation puts the total energy at -116825.719 eV. Its energy above the lowest of the compared OMol25 structures with the same formula, charge and spin is 0.000 eV. Its charge is -1.



> Look up the charge of the first one.

-1



> Which value of charge does entry 3 give?

0